Record 1
{"formula": "C32H44Cl6F14HfNO20P2S2", "method": "wB97M-V/def2-TZVPD", "symbols": ["Hf", "P", "F", "F", "F", "F", "F", "F", "P", "F", "F", "F", "F", "F", "F", "N", "S", "O", "O", "F", "S", "O", "O", "F", "Cl", "C", "C", "Cl", "H", "H", "H", "H", "Cl", "C", "C", "Cl", "H", "H", "H", "H", "Cl", "C", "C", "Cl", "H", "H", "H", "H", "C", "O", "C", "C", "O", "C", "H", "H", "H", "H", "H", "H", "H", "H", "H", "H", "C", "O", "C", "C", "O", "C", "H", "H", "H", "H", "H", "H", "H", "H", "H", "H", "C", "C", "C", "O", "C", "C", "C", "O", "O", "O", "H", "H", "H", "H", "C", "C", "C", "O", "C", "C", "C", "O", "O", "O", "H", "H", "H", "H", "C", "C", "C", "O", "C", "C", "C", "O", "O", "O", "H", "H", "H", "H"], "coordinates": [[-1.8128, -0.3271, -2.6325], [-0.7202, -3.3034, -2.8617], [-1.3407, -2.2349, -3.9566], [0.0916, -1.9864, -2.5830], [-1.7889, -2.5333, -1.8664], [0.0728, -4.1102, -1.7067], [-1.7378, -4.4772, -3.2450], [0.4118, -3.6806, -3.9872], [-3.3874, 2.4555, -2.5569], [-4.5137, 2.6269, -1.4418], [-4.4419, 2.6610, -3.7667], [-2.8343, 4.0277, -2.4613], [-2.1887, 1.8873, -3.4913], [-2.3751, 1.9796, -1.3751], [-3.6917, 0.8921, -2.5776], [-0.2817, 0.0340, -1.0637], [0.7067, 1.1624, -0.5483], [2.1329, 0.9976, -0.8609], [0.2280, 2.1178, 0.4436], [0.2770, 2.0649, -1.8113], [0.4173, -0.8349, 0.3495], [0.1189, -0.2853, 1.6438], [1.6347, -1.6909, 0.2152], [-0.7338, -1.9243, 0.2153], [-0.6837, -1.1556, 6.9527], [0.5798, -2.2281, 6.1645], [0.4670, -2.0085, 4.6949], [1.6500, -2.9888, 3.8414], [0.3640, -3.2740, 6.3827], [1.5510, -2.0238, 6.6152], [0.6057, -0.9952, 4.3178], [-0.5445, -2.3029, 4.4152], [3.4010, 0.8429, 1.9273], [4.7805, 1.7256, 1.1090], [4.7339, 3.1766, 1.6417], [5.0434, 3.2435, 3.3441], [4.5925, 1.8069, 0.0384], [5.7769, 1.3154, 1.2735], [3.7694, 3.6548, 1.4711], [5.5781, 3.6471, 1.1378], [6.3531, -4.9943, 0.5067], [4.7753, -5.3642, 1.2104], [3.6947, -4.3157, 1.0490], [4.2484, -2.8287, 1.8462], [4.8693, -5.6357, 2.2619], [4.4694, -6.2734, 0.6927], [2.7932, -4.6917, 1.5327], [3.3935, -4.0107, 0.0469], [-4.0596, -2.5536, -4.0480], [-3.7660, -1.7250, -2.9298], [-4.8588, -1.8216, -1.9527], [-4.2330, -1.4843, -0.5209], [-3.1970, -0.4812, -0.6471], [-3.0227, 0.1938, 0.5671], [-5.0587, -2.3732, -4.4447], [-4.0692, -3.6039, -3.7566], [-3.3380, -2.4419, -4.8572], [-5.2657, -2.8316, -1.9024], [-5.6167, -1.0852, -2.2198], [-3.7831, -2.4024, -0.1429], [-5.0408, -1.1716, 0.1407], [-2.1844, 0.8679, 0.7428], [-3.0109, -0.4797, 1.4240], [-3.8781, 0.8622, 0.6657], [1.3210, 2.6068, 7.8350], [1.7423, 2.3551, 6.5225], [0.6675, 2.0056, 5.6431], [-0.2854, 3.1599, 5.3041], [0.2452, 4.2773, 4.6203], [0.6229, 4.0055, 3.2848], [0.7145, 1.7954, 8.2372], [0.7012, 3.5031, 7.8064], [2.2046, 2.7154, 8.4638], [0.0404, 1.1292, 5.8069], [1.1912, 1.7659, 4.7177], [-0.8309, 3.5333, 6.1708], [-1.1126, 2.8985, 4.6443], [1.3560, 3.1999, 3.2425], [1.0474, 4.9731, 3.0171], [-0.2898, 3.6649, 2.7960], [1.6477, -0.4584, -5.6121], [2.6891, -0.1921, -6.5104], [3.0079, 1.1361, -7.0059], [3.8766, 1.5482, -7.7996], [2.1817, 2.1624, -6.3430], [1.2257, 1.8945, -5.4052], [0.8930, 0.5512, -4.9201], [0.0861, 0.2467, -4.0466], [0.4588, 2.8873, -4.7836], [3.4524, -1.1741, -7.1079], [1.4185, -1.4772, -5.3368], [2.3001, 3.1837, -6.6737], [0.5413, 3.6021, -5.4191], [4.1325, -0.8256, -7.6890], [1.1411, 5.0037, -0.5259], [0.0349, 5.6052, -0.8446], [-0.0255, 6.5033, -1.9989], [-0.9486, 7.2832, -2.2312], [1.2033, 6.5840, -2.7641], [2.3333, 6.0094, -2.4224], [2.4484, 5.1133, -1.2285], [3.4691, 4.5584, -0.8415], [3.3792, 6.1221, -3.2200], [-1.0771, 5.5450, -0.0253], [1.0862, 4.4123, 0.3761], [1.2052, 7.2278, -3.6312], [4.1289, 6.3745, -2.6761], [-1.8150, 5.9826, -0.4561], [-3.7507, -6.4159, 2.2808], [-4.1450, -6.0319, 1.0879], [-3.3147, -5.3413, 0.1496], [-3.5692, -4.9116, -0.9817], [-1.9954, -5.0202, 0.6677], [-1.5222, -5.3717, 1.8506], [-2.3556, -6.1382, 2.8206], [-1.9833, -6.6036, 3.8830], [-0.2859, -5.1845, 2.2610], [-5.4703, -6.2754, 0.6524], [-4.4622, -7.0093, 2.8357], [-1.3791, -4.4259, 0.0094], [-0.1195, -5.6540, 3.0817], [-5.5794, -5.9230, -0.2339]], "forces_ev_per_a": [[0.9, -0.4, 1.8], [3.2, -3.6, -0.9], [-2.7, 1.2, -2.7], [3.2, 2.2, 1.8], [-1.2, -0.6, 1.3], [-1.7, 0.9, -1.1], [1.1, 1.6, 0.5], [-1.6, -0.3, 0.9], [-1.5, 5.0, 1.9], [0.2, 0.4, -0.7], [1.8, 0.2, 1.0], [-1.0, -3.2, -0.8], [2.3, 0.4, -2.8], [1.3, 0.4, 1.1], [-2.5, -4.6, -0.9], [1.3, -1.9, 3.1], [2.0, 10.6, -4.3], [-2.9, -1.0, 1.5], [0.9, -2.8, -0.2], [0.2, 0.3, -1.1], [0.7, -9.2, 2.4], [0.4, 0.6, -1.6], [-3.4, 3.4, -0.6], [-0.1, -0.1, 0.2], [0.6, -0.7, -0.1], [-0.2, 0.3, 0.8], [-0.6, 0.4, -0.6], [0.3, -0.4, -0.2], [-0.3, 0.2, 0.2], [-0.1, 0.4, -0.2], [0.1, 0.1, 0.5], [0.1, -0.2, -0.3], [1.0, -0.1, -0.4], [-1.1, 1.5, 0.5], [0.4, -1.1, -1.0], [0.3, 0.1, 1.3], [-0.2, -0.4, 0.0], [-0.4, -0.5, 0.4], [0.3, -0.1, -0.3], [-0.3, 0.6, -0.1], [0.1, 0.3, 0.1], [-0.7, -0.9, -0.5], [0.3, 0.2, 0.1], [-0.1, 0.3, 0.2], [0.3, 0.3, 0.0], [-0.2, 0.0, 0.0], [0.0, 0.1, 0.2], [0.5, -0.4, -0.1], [-0.5, -1.1, -1.2], [-0.3, 0.8, 0.2], [1.4, 1.5, 1.7], [-0.4, -1.1, -1.9], [0.9, -1.1, -1.6], [-0.8, 1.5, 2.5], [0.0, 0.5, 0.1], [0.3, 0.0, 0.3], [-0.1, 0.3, 0.3], [0.2, 0.0, -0.3], [0.0, -0.1, -0.1], [0.1, 0.1, 0.1], [0.2, 0.3, 0.0], [0.5, -0.4, -1.1], [-0.1, -0.4, -0.2], [-0.2, 0.0, 0.2], [-0.3, 0.2, 0.0], [-0.8, -1.1, -0.6], [0.5, 1.2, -1.6], [-0.6, 0.6, -0.3], [0.8, 0.1, 1.2], [-0.2, 0.1, 1.4], [-0.1, -0.3, 0.0], [0.1, 0.3, 0.6], [-0.1, 0.2, -0.1], [0.3, -0.1, 1.1], [0.1, -0.1, -0.1], [0.4, 0.2, 0.3], [-0.2, -1.3, -0.1], [0.3, 0.1, -0.2], [-0.1, -0.3, -0.9], [0.1, 0.3, -0.9], [1.7, -0.6, -1.0], [0.6, -3.5, -0.9], [0.8, 4.4, -0.3], [-1.7, -2.5, 1.6], [-1.6, -0.1, 0.9], [-0.4, 2.4, 0.7], [2.0, -0.9, -1.8], [-2.5, 0.0, 1.4], [1.1, -1.5, -1.4], [-2.2, 0.5, 2.0], [0.2, -0.2, -0.1], [0.3, 0.1, 0.0], [-0.3, 0.9, 0.3], [0.2, 0.7, -0.3], [2.1, -1.7, 1.4], [-3.2, 1.0, 0.7], [-0.5, 1.8, -0.6], [0.4, -1.4, 0.5], [-0.8, 0.6, -0.9], [0.3, -0.9, 0.4], [-0.9, -0.2, 1.0], [-1.0, 0.8, -0.9], [1.2, 0.5, -0.7], [1.4, -0.5, -0.7], [0.4, -0.2, 0.1], [-0.1, 0.1, -0.1], [0.7, -0.3, 0.0], [-0.2, 0.4, -0.3], [0.8, -0.4, 1.3], [-4.1, -0.7, -1.6], [2.6, 2.2, -0.8], [-1.3, -0.8, 0.9], [0.5, 0.9, -0.9], [0.5, -1.0, 1.6], [-2.4, -1.6, -0.3], [0.3, 1.0, -1.1], [0.7, 0.8, -0.8], [1.8, 0.0, 1.2], [0.2, 0.1, 0.5], [0.2, -0.2, 0.0], [-0.1, -0.2, 0.6], [0.2, 0.1, -0.4]], "total_charge": 1, "homo_ev": -10.4733, "e_tot_ev": -231066.933, "mol_weight_g_mol": 1546.0}


Record 2
{"formula": "C32H44F12N3O10", "method": "wB97M-V/def2-TZVPD", "symbols": ["C", "C", "O", "C", "N", "C", "N", "C", "C", "C", "O", "N", "C", "C", "C", "C", "C", "C", "C", "C", "C", "H", "H", "H", "H", "H", "H", "H", "H", "H", "H", "H", "H", "H", "H", "H", "H", "H", "H", "H", "H", "H", "H", "H", "H", "C", "C", "O", "C", "O", "C", "F", "F", "F", "H", "H", "H", "H", "H", "C", "C", "O", "C", "O", "C", "F", "F", "F", "H", "H", "H", "H", "H", "C", "C", "O", "C", "O", "C", "F", "F", "F", "H", "H", "H", "H", "H", "C", "C", "O", "C", "O", "C", "F", "F", "F", "H", "H", "H", "H", "H"], "coordinates": [[4.0026, -1.5941, 5.0871], [3.4334, -0.1796, 4.5970], [2.6952, 0.5187, 5.6227], [1.6459, -0.2781, 6.1749], [0.8798, -1.1107, 5.2011], [1.3439, -0.9534, 3.8061], [0.5658, -1.5684, 2.8916], [0.7857, -1.5613, 1.4289], [2.0448, -2.6691, 1.0512], [3.0463, -2.1515, -0.1953], [3.4451, -2.1920, 1.3607], [2.5478, -0.2467, 3.3916], [2.2835, 1.1281, 2.8547], [2.9756, 1.2402, 1.3811], [3.6645, 2.7052, 1.1340], [3.3639, 3.0185, -0.4278], [4.4049, 2.8419, -1.5613], [3.9968, 3.1124, -3.0405], [2.5469, 3.5500, -3.4633], [1.5338, 3.7535, -2.3146], [1.9324, 3.4851, -0.8327], [4.2661, -1.5069, 6.2097], [3.2659, -2.4655, 5.0069], [4.9874, -1.8910, 4.5691], [4.3515, 0.4742, 4.3568], [0.8915, 0.4539, 6.6556], [2.0312, -0.9841, 7.0089], [0.9451, -2.1113, 5.4385], [-0.2695, -2.0915, 3.2230], [1.0778, -0.5695, 0.9648], [-0.0836, -1.9822, 0.8237], [1.7931, -3.8400, 1.1065], [3.9945, -2.7292, -0.4364], [2.9824, -1.0099, -0.3420], [1.1761, 1.4107, 2.8405], [2.8042, 1.9488, 3.4811], [3.7276, 0.4105, 1.1760], [2.0849, 1.2210, 0.6415], [3.2548, 3.5027, 1.8356], [4.7976, 2.5263, 1.2464], [5.4703, 2.5077, -1.3541], [4.7339, 2.9726, -3.9139], [2.2443, 3.7175, -4.5512], [0.4492, 4.0662, -2.5432], [1.1159, 3.6400, -0.0469], [-2.3711, -1.7016, 5.7935], [-1.9517, -2.6971, 6.8578], [-3.0982, -3.2415, 7.5212], [-3.7224, -4.2551, 6.8813], [-3.3745, -4.6997, 5.8184], [-4.8907, -4.7725, 7.7174], [-5.6382, -3.7752, 8.2331], [-4.4674, -5.5133, 8.7624], [-5.7287, -5.5496, 7.0105], [-3.0113, -0.9270, 6.2228], [-1.4967, -1.2281, 5.3411], [-2.9481, -2.1890, 5.0034], [-1.3576, -2.1893, 7.6215], [-1.3280, -3.4945, 6.4421], [2.5629, -0.7462, -7.0802], [1.4611, -1.7118, -6.6905], [1.3078, -1.7573, -5.2620], [0.5721, -0.7679, -4.7149], [0.0597, 0.1224, -5.3401], [0.4518, -0.9695, -3.2062], [1.6288, -1.2951, -2.6280], [-0.4109, -1.9644, -2.8969], [0.0098, 0.1284, -2.5655], [3.4946, -1.0002, -6.5681], [2.7332, -0.7699, -8.1582], [2.3100, 0.2770, -6.7925], [1.7280, -2.7214, -7.0102], [0.5139, -1.4606, -7.1753], [-1.5824, 6.2793, -2.4936], [-2.6861, 6.2835, -3.5331], [-2.6736, 7.5087, -4.2794], [-1.7812, 7.5745, -5.2906], [-1.0203, 6.6883, -5.5813], [-1.9106, 8.9058, -6.0272], [-2.0128, 9.9551, -5.1849], [-3.0073, 8.9382, -6.8130], [-0.8591, 9.1606, -6.8258], [-1.6565, 7.1603, -1.8510], [-1.6398, 5.3822, -1.8730], [-0.5971, 6.3114, -2.9650], [-3.6576, 6.2268, -3.0372], [-2.6151, 5.4205, -4.2009], [-2.2539, -4.0880, -2.4665], [-3.4412, -4.0266, -1.5255], [-4.6402, -3.7023, -2.2428], [-5.2494, -4.7316, -2.8716], [-4.8457, -5.8645, -2.8625], [-6.5324, -4.2554, -3.5488], [-6.3641, -3.0957, -4.2185], [-7.5200, -4.0402, -2.6541], [-7.0085, -5.1427, -4.4391], [-2.1643, -3.1593, -3.0305], [-1.3287, -4.2567, -1.9112], [-2.3710, -4.8931, -3.1957], [-3.2881, -3.2303, -0.7929], [-3.5624, -4.9588, -0.9668]], "forces_ev_per_a": [[0.3, -0.2, 0.7], [1.4, -0.4, 0.4], [-0.5, -1.3, -0.2], [-0.4, 0.4, 2.1], [2.8, 0.2, -3.1], [-0.4, -0.5, 0.1], [0.3, 0.8, 0.5], [2.4, -2.3, -2.1], [2.5, 1.5, -2.1], [0.6, 0.7, 5.4], [-4.0, -1.0, -1.0], [-2.6, -0.7, 2.8], [1.2, 1.5, -1.6], [-1.5, 1.4, 0.1], [0.1, -1.6, -1.9], [-1.0, 1.1, -2.9], [-3.5, 1.1, -1.1], [-2.6, 0.3, 1.5], [1.2, -0.6, 4.5], [2.9, -1.2, 0.7], [2.1, -0.4, -2.7], [-0.4, 0.0, -1.8], [1.0, 1.2, -0.1], [-1.8, 0.6, 0.5], [-1.7, -0.9, 0.2], [1.4, -1.1, -0.8], [-0.5, 1.1, -1.4], [-0.3, 0.6, -0.1], [0.9, 0.8, -0.1], [-0.4, -1.1, 1.1], [0.8, 0.7, 1.4], [0.7, 2.9, 0.1], [-2.1, 0.4, -1.1], [-0.1, -2.2, -0.6], [1.5, -0.6, -0.1], [-0.9, -1.7, -0.5], [-1.2, 1.0, 0.5], [1.7, -0.3, 0.9], [0.6, -1.0, -1.0], [-1.7, 0.8, 0.0], [-1.6, 0.5, -0.2], [-1.1, 0.2, 1.8], [0.6, -0.3, 1.8], [2.0, -0.5, 0.4], [1.4, -0.2, -1.1], [-0.4, 0.0, -0.2], [0.4, 0.4, -0.3], [-0.5, -0.7, 0.0], [1.4, 0.6, -0.7], [-0.6, 0.1, 0.8], [-1.9, -0.8, 1.1], [0.6, -0.1, -0.4], [0.4, 0.4, -0.5], [0.8, 0.5, -0.1], [0.2, 0.0, 0.0], [-0.1, 0.0, 0.2], [0.1, 0.0, 0.1], [-0.3, -0.1, 0.2], [-0.3, -0.1, 0.0], [0.1, 0.3, 0.3], [0.3, 0.0, -0.9], [-0.6, 0.4, 1.1], [0.4, -0.2, -2.1], [0.1, -0.4, 1.1], [-0.1, 0.1, 1.7], [-0.2, 0.1, -0.5], [0.5, 0.4, -0.5], [0.1, -0.3, -0.7], [-0.1, -0.1, -0.1], [0.0, 0.0, 0.1], [-0.1, -0.1, -0.1], [-0.1, 0.0, 0.4], [0.0, 0.1, 0.3], [0.3, 0.2, -0.1], [0.0, -0.6, 0.5], [0.3, 0.4, -0.9], [-0.2, -1.5, 1.0], [-0.3, 0.9, -0.2], [0.0, 1.9, -1.0], [0.1, -0.7, 0.0], [0.3, -0.5, 0.4], [-0.3, -0.6, 0.5], [-0.1, -0.1, 0.0], [-0.1, 0.1, 0.0], [-0.1, -0.1, 0.0], [0.0, 0.3, -0.2], [0.1, 0.2, -0.1], [-0.2, -0.1, -0.4], [0.6, -0.2, 0.2], [-0.8, -0.3, -0.4], [1.5, -0.4, 1.0], [-0.7, 0.7, -0.3], [-1.7, 0.5, -1.1], [0.4, -0.4, 0.4], [0.7, -0.2, 0.1], [0.6, 0.1, 0.6], [-0.1, -0.1, 0.2], [-0.1, 0.0, 0.0], [0.0, 0.0, 0.2], [-0.3, 0.1, -0.2], [-0.2, 0.0, -0.2]], "total_charge": 1, "homo_ev": -10.8003, "e_tot_ev": -91438.075, "mol_weight_g_mol": 858.7}